Density functional theory data (ωB97M-V with the def2-TZVPD basis set) for one molecule with the formula C34H33BBr2IN2O9P.

```
83
Properties=species:S:1:pos:R:3
C -3.40 -0.65 -4.50
C -2.44 -0.93 -3.63
C -1.40 -1.79 -2.76
C -0.47 -2.93 -3.37
C -0.57 -3.18 -4.95
C -1.02 -4.67 -5.38
C -2.63 -4.88 -5.42
C -2.99 -5.94 -4.23
O -2.87 -5.20 -2.98
C 0.55 -3.78 -2.50
C 1.52 -4.89 -3.13
C 2.63 -4.38 -4.16
C 3.62 -5.49 -4.75
C 3.39 -6.97 -4.25
N 2.37 -7.46 -3.34
C 1.50 -6.43 -2.82
C 0.68 -3.52 -0.92
I 2.12 -4.70 0.25
C -0.24 -2.39 -0.32
C -1.26 -1.52 -1.21
C -2.09 -0.36 -0.40
O -3.32 -0.20 -0.64
C -1.22 0.45 0.69
C -1.26 2.01 0.92
B -2.32 2.90 0.01
O -3.47 3.61 0.59
O -2.18 2.98 -1.42
C -0.31 2.70 2.02
C -0.33 4.30 2.21
C -1.39 4.83 3.32
C -0.66 6.09 4.08
C -0.85 7.50 3.31
N -0.15 7.61 2.00
C 1.31 7.42 2.10
C 2.08 7.06 0.70
O 2.01 7.55 3.16
C 0.69 1.84 2.94
P 1.74 2.71 4.24
O 0.76 3.50 5.17
O 2.64 1.68 5.26
O 2.91 3.79 3.51
C 0.71 0.27 2.66
C 1.71 -0.73 3.48
Br 3.54 -1.16 2.89
C 1.14 -1.28 4.70
C 1.92 -2.29 5.68
Br -0.72 -0.72 5.24
C -0.20 -0.42 1.57
C -0.14 -2.02 1.27
O -0.07 -2.92 2.16
H -4.26 -0.44 -5.24
H -1.23 -2.44 -5.52
H 0.51 -3.02 -5.37
H -0.61 -4.85 -6.45
H -0.58 -5.52 -4.73
H -3.18 -3.87 -5.28
H -2.91 -5.36 -6.44
H -2.25 -6.82 -4.25
H -4.06 -6.38 -4.40
H -2.57 -5.80 -2.24
H 2.71 -3.25 -4.46
H 4.44 -5.13 -5.47
H 4.14 -7.76 -4.66
H 0.67 -6.79 -2.08
H -3.16 4.41 1.09
H -1.24 2.81 -1.68
H -0.56 4.88 1.23
H 0.72 4.69 2.55
H -2.39 5.22 2.87
H -1.64 4.05 4.12
H 0.44 5.88 4.34
H -1.21 6.20 5.10
H -1.98 7.79 3.24
H -0.38 8.32 4.00
H -0.58 7.04 1.25
H 2.72 6.10 0.81
H 1.32 6.91 -0.17
H 2.78 7.91 0.36
H 2.62 1.98 6.20
H 3.75 3.73 4.04
H 1.31 -3.28 5.68
H 3.01 -2.50 5.36
H 1.88 -1.91 6.78
```

Output
orbital gap = 7.084 eV
total charge = 0
strongest force on any atom = 6.8 eV/A
total energy = -7913.36502 Eh
HOMO energy = -8.7 eV
structure (SMILES) = C#Cc1c(CCCCO)c(-c2cccnc2)c(I)c2c1C(=O)c1c(B(O)O)c(CCCCNC(C)=O)c(P(=O)(O)O)c(/C(Br)=C(/C)Br)c1C2=O